Below is an isolated molecule of C5H5NO, with properties calculated with wB97M-V/def2-TZVPD.

Values from the calculation:
HOMO = -10.61 eV
E = -8800.9614 eV
Energy relative to the best compared isomer or geometry (same formula, charge and spin) = 237.1 kJ/mol
SMILES string = C#C[C@@H](O)CC#N
HOMO-LUMO gap = 0.41264 hartree
Total charge = 0

Each line ends with the Mulliken charge.
CARTESIAN COORDINATES (ANGSTROEM)
C1 -1.15 -0.10 2.02  0.202
C2 -0.87 -0.10 0.85  -0.700
C3 -0.51 -0.18 -0.57  0.200
O1 -1.13 0.83 -1.35  -0.531
C4 1.01 0.00 -0.82  -0.464
C5 1.85 -0.13 0.37  0.219
N1 2.53 -0.21 1.30  -0.390
H1 -1.36 -0.10 3.07  0.415
H2 -0.81 -1.17 -0.93  0.168
H3 -2.07 0.85 -1.12  0.323
H4 1.35 -0.71 -1.58  0.289
H5 1.14 1.01 -1.23  0.268

---

Below is an isolated molecule of C5H5NO, with properties calculated with wB97M-V/def2-TZVPD.

Values from the calculation:
HOMO = -10.10 eV
E = -8801.2343 eV
Energy relative to the best compared isomer or geometry (same formula, charge and spin) = 210.8 kJ/mol
HOMO-LUMO gap = 0.39156 hartree
Total charge = 0

Each line ends with the Mulliken charge.
CARTESIAN COORDINATES (ANGSTROEM)
O1 0.87 -1.26 -2.14  -0.532
C1 0.52 -0.72 -1.13  0.439
C2 -0.22 -1.19 0.13  -0.636
C3 -0.56 0.28 0.38  0.125
C4 0.52 0.73 -0.64  -0.638
C5 -0.31 1.81 2.25  -0.067
N1 -0.42 0.77 1.71  -0.228
H1 -1.06 -1.89 0.02  0.302
H2 0.49 -1.55 0.88  0.274
H3 -1.56 0.55 0.05  0.353
H4 1.46 0.98 -0.15  0.297
H5 0.26 1.52 -1.35  0.311

---

Below is an isolated molecule of C5H5NO, with properties calculated with wB97M-V/def2-TZVPD.

Values from the calculation:
HOMO = -10.41 eV
E = -8801.8732 eV
Energy relative to the best compared isomer or geometry (same formula, charge and spin) = 149.1 kJ/mol
SMILES string = N#C[C@@H]1C[C@@H]1C=O
HOMO-LUMO gap = 0.39921 hartree
Total charge = 0

Each line ends with the Mulliken charge.
CARTESIAN COORDINATES (ANGSTROEM)
N1 1.93 1.71 1.01  -0.434
C1 1.25 1.22 0.22  0.097
C2 0.36 0.60 -0.74  0.007
C3 -1.11 0.55 -0.40  -0.711
C4 -0.29 -0.71 -0.33  0.018
C5 0.17 -1.32 0.97  -0.158
O1 1.16 -2.00 1.08  -0.434
H1 0.66 0.70 -1.78  0.375
H2 -1.41 1.06 0.51  0.289
H3 -1.80 0.69 -1.23  0.267
H4 -0.43 -1.43 -1.13  0.358
H5 -0.49 -1.07 1.82  0.326

---

Below is an isolated molecule of C5H5NO, with properties calculated with wB97M-V/def2-TZVPD.

Values from the calculation:
HOMO = -10.06 eV
E = -8800.2757 eV
Energy relative to the best compared isomer or geometry (same formula, charge and spin) = 303.3 kJ/mol
SMILES string = C#CC(=O)[C@H]1CN1
HOMO-LUMO gap = 0.37277 hartree
Total charge = 0

Each line ends with the Mulliken charge.
CARTESIAN COORDINATES (ANGSTROEM)
C1 2.89 -0.54 -0.26  0.245
C2 1.85 -0.05 0.07  -0.409
C3 0.57 0.47 0.53  0.219
O1 0.43 0.73 1.70  -0.524
C4 -0.56 0.55 -0.44  -0.074
C5 -1.57 -0.53 -0.24  -0.466
N1 -1.86 0.84 0.13  -0.610
H1 3.84 -0.96 -0.50  0.410
H2 -0.36 0.95 -1.43  0.372
H3 -1.35 -1.26 0.55  0.234
H4 -2.12 -0.92 -1.10  0.263
H5 -1.75 0.98 1.14  0.341

---

Below is an isolated molecule of C5H5NO, with properties calculated with wB97M-V/def2-TZVPD.

Values from the calculation:
HOMO = -9.05 eV
E = -8798.6237 eV
Energy relative to the best compared isomer or geometry (same formula, charge and spin) = 462.7 kJ/mol
HOMO-LUMO gap = 0.32086 hartree
Total charge = 0

Each line ends with the Mulliken charge.
CARTESIAN COORDINATES (ANGSTROEM)
C1 0.11 -1.46 -1.36  -0.013
C2 1.00 -0.38 0.58  0.522
C3 -1.10 0.34 -0.57  -0.105
C4 1.72 -0.67 1.67  -0.772
C5 -1.60 1.31 -1.30  -0.522
O1 0.28 0.69 0.37  -0.408
N1 0.84 -1.37 -0.43  -0.131
H1 -1.68 -0.42 -0.04  0.359
H2 1.70 0.01 2.51  0.275
H3 2.36 -1.53 1.71  0.283
H4 -0.97 2.11 -1.69  0.259
H5 -2.66 1.39 -1.45  0.253

---

Below is a structure of composition C5H5NO, with properties calculated with wB97M-V/def2-TZVPD.

Values from the calculation:
HOMO = -9.10 eV
E = -8796.6004 eV
Energy relative to the best compared isomer or geometry (same formula, charge and spin) = 657.9 kJ/mol
HOMO-LUMO gap = 0.34751 hartree
Total charge = 0

Each line ends with the Mulliken charge.
CARTESIAN COORDINATES (ANGSTROEM)
O1 -0.50 -0.21 2.01  -0.560
C1 -0.83 -0.65 0.94  0.853
C2 -1.89 -1.64 0.51  -0.378
C3 -2.30 -1.98 -0.60  -0.239
C4 -0.61 -0.54 -0.45  -0.320
C5 1.89 1.95 -0.31  -0.260
N1 1.47 0.84 0.13  -0.443
H1 -2.79 -2.34 -1.47  0.411
H2 0.15 -1.23 -0.83  0.255
H3 2.02 2.85 0.30  0.215
H4 2.14 2.05 -1.37  0.241
H5 1.25 0.89 1.13  0.227

---

Below is an isolated molecule of C5H5NO, with properties calculated with wB97M-V/def2-TZVPD.

Values from the calculation:
HOMO = -10.23 eV
E = -8798.6198 eV
Energy relative to the best compared isomer or geometry (same formula, charge and spin) = 463.1 kJ/mol
SMILES string = N#C[C@@H]1C[C@@H]1C=O
HOMO-LUMO gap = 0.38746 hartree
Total charge = 0

Each line ends with the Mulliken charge.
CARTESIAN COORDINATES (ANGSTROEM)
N1 0.49 -1.55 -2.73  -0.378
C1 0.39 -0.65 -2.01  0.030
C2 0.21 0.48 -1.09  -0.064
C3 0.85 0.40 0.31  -0.806
C4 -0.67 0.40 0.14  0.037
C5 -0.89 -0.55 1.25  0.176
O1 -1.33 -1.65 1.39  -0.441
H1 0.07 1.42 -1.62  0.392
H2 1.23 -0.61 0.40  0.266
H3 0.91 0.84 1.39  0.511
H4 -1.08 1.37 0.40  0.230
H5 -0.19 0.10 2.17  0.047

---

Below is a cluster of 2 separate species, C5H5NO in total, with properties calculated with wB97M-V/def2-TZVPD.

Values from the calculation:
HOMO (spin up / spin down) = -8.34 / -8.34 eV
E = -8796.7125 eV
Energy relative to the best compared isomer or geometry (same formula, charge and spin) = 647.1 kJ/mol
HOMO-LUMO gap (spin up / spin down) = 0.27250 / 0.27266 hartree
Total charge = 0

Each line ends with the Mulliken charge.
CARTESIAN COORDINATES (ANGSTROEM)
O1 1.52 -2.32 -0.68  -0.384
C1 0.54 -1.72 -0.45  0.493
C2 -0.75 -1.73 -0.12  -0.092
C3 -1.67 -0.93 0.30  -0.411
C4 0.47 0.80 -0.58  -0.116
C5 -0.34 0.99 0.62  -0.626
N1 1.64 1.32 -0.55  -0.551
H1 -2.66 -1.38 0.53  0.303
H2 -0.10 0.77 -1.52  0.460
H3 0.20 1.03 1.59  0.373
H4 -0.90 1.92 0.46  0.280
H5 2.04 1.23 0.39  0.272

---

Below is a structure of composition C5H5NO, with properties calculated with wB97M-V/def2-TZVPD.

Values from the calculation:
HOMO = -9.15 eV
E = -8801.0420 eV
Energy relative to the best compared isomer or geometry (same formula, charge and spin) = 229.4 kJ/mol
HOMO-LUMO gap = 0.33507 hartree
Total charge = 0

Each line ends with the Mulliken charge.
CARTESIAN COORDINATES (ANGSTROEM)
C1 -0.95 1.03 -1.69  -1.023
C2 0.71 0.87 1.27  -0.959
C3 -0.56 0.09 -0.84  0.723
C4 0.20 0.04 0.37  0.315
H1 -1.44 0.76 -2.62  0.302
H2 1.22 0.48 2.14  0.245
H3 0.67 1.94 1.13  0.260
H4 -0.79 2.08 -1.47  0.245
N1 0.47 -2.45 0.82  -0.761
C5 0.11 -1.40 0.18  0.806
O1 -0.58 -1.27 -0.96  -0.389
H5 0.94 -2.18 1.68  0.238

---

Below is an isolated molecule of C5H5NO, with properties calculated with wB97M-V/def2-TZVPD.

Values from the calculation:
HOMO = -9.89 eV
E = -8802.0918 eV
Energy relative to the best compared isomer or geometry (same formula, charge and spin) = 128.1 kJ/mol
SMILES string = CC1=NC=CC1=O
HOMO-LUMO gap = 0.32347 hartree
Total charge = 0

Each line ends with the Mulliken charge.
CARTESIAN COORDINATES (ANGSTROEM)
C1 -1.90 -0.36 0.04  -1.010
C2 -0.41 -0.27 -0.09  0.571
N1 0.38 -1.31 -0.05  -0.604
C3 1.75 -0.69 -0.04  -0.151
C4 1.76 0.64 0.07  -0.712
C5 0.35 1.06 -0.05  0.790
O1 -0.22 2.14 -0.06  -0.539
H1 -2.27 0.12 0.98  0.252
H2 -2.29 -1.37 -0.01  0.327
H3 -2.36 0.17 -0.81  0.285
H4 2.55 -1.41 -0.09  0.436
H5 2.67 1.28 0.12  0.356

---

Below is an isolated molecule of C5H5NO, with properties calculated with wB97M-V/def2-TZVPD.

Values from the calculation:
HOMO = -10.71 eV
E = -8800.4809 eV
Energy relative to the best compared isomer or geometry (same formula, charge and spin) = 283.5 kJ/mol
SMILES string = C#C[C@@H](C#N)CO
HOMO-LUMO gap = 0.41855 hartree
Total charge = 0

Each line ends with the Mulliken charge.
CARTESIAN COORDINATES (ANGSTROEM)
C1 1.11 1.80 -0.59  -0.016
C2 1.04 0.60 -0.55  -0.723
C3 0.39 -0.69 -0.35  0.634
C4 1.07 -1.52 0.66  0.013
N1 1.59 -2.17 1.46  -0.395
C5 -1.13 -0.37 0.06  -0.618
O1 -1.48 0.98 0.08  -0.526
H1 1.13 2.86 -0.62  0.386
H2 0.39 -1.28 -1.28  0.265
H3 -1.32 -0.85 1.02  0.351
H4 -1.77 -0.81 -0.70  0.295
H5 -1.02 1.43 0.80  0.335

---

Below is an isolated molecule of C5H5NO, with properties calculated with wB97M-V/def2-TZVPD.

Values from the calculation:
HOMO = -10.36 eV
E = -8800.0139 eV
Energy relative to the best compared isomer or geometry (same formula, charge and spin) = 328.5 kJ/mol
HOMO-LUMO gap = 0.40871 hartree
Total charge = 0

Each line ends with the Mulliken charge.
CARTESIAN COORDINATES (ANGSTROEM)
N1 -1.01 2.88 0.95  -0.432
C1 -0.66 1.87 0.52  -0.198
C2 -0.19 0.54 0.17  0.549
C3 1.13 0.07 -0.42  -0.410
C4 0.39 -1.11 0.28  -0.197
C5 -0.92 -0.67 -0.42  -0.381
O1 0.07 -0.28 1.41  -0.442
H1 1.21 -0.07 -1.50  0.226
H2 2.02 0.55 0.01  0.287
H3 0.79 -2.12 0.41  0.483
H4 -0.96 -0.80 -1.50  0.236
H5 -1.87 -0.86 0.08  0.280

---

Below is a cluster of 2 separate species, C5H5NO2 in total, with properties calculated with wB97M-V/def2-TZVPD.

Values from the calculation:
HOMO = -9.94 eV
E = -10848.5138 eV
Energy relative to the best compared isomer or geometry (same formula, charge and spin) = 270.3 kJ/mol
HOMO-LUMO gap = 0.39511 hartree
Total charge = 0

Each line ends with the Mulliken charge.
CARTESIAN COORDINATES (ANGSTROEM)
C1 2.14 1.49 0.22  0.088
C2 1.33 -1.23 -0.78  0.563
C3 -1.25 0.46 -0.31  -0.625
C4 -1.33 -0.66 0.68  -0.536
C5 -0.08 0.24 0.57  -0.006
N1 1.08 -0.32 -0.05  -0.294
O1 2.30 1.96 -0.82  -0.218
O2 1.75 -2.10 -1.39  -0.430
H1 -1.20 0.42 -1.39  0.260
H2 -1.91 1.14 0.07  0.290
H3 -1.99 -0.63 1.48  0.299
H4 -0.96 -1.67 0.30  0.149
H5 0.13 0.92 1.42  0.460

---

Below is an isolated molecule of C5H5NO2, with properties calculated with wB97M-V/def2-TZVPD.

Values from the calculation:
HOMO = -8.19 eV
E = -10850.1941 eV
Energy relative to the best compared isomer or geometry (same formula, charge and spin) = 108.1 kJ/mol
SMILES string = Oc1ccc(O)nc1
HOMO-LUMO gap = 0.32662 hartree
Total charge = 0

Each line ends with the Mulliken charge.
CARTESIAN COORDINATES (ANGSTROEM)
O1 -2.28 1.08 0.90  -0.509
C1 -1.09 0.60 0.52  0.497
C2 -0.91 -0.31 -0.58  -0.369
C3 0.37 -0.78 -0.90  -0.607
C4 1.40 -0.25 -0.15  0.533
O2 2.64 -0.65 -0.37  -0.488
N1 1.29 0.62 0.97  -0.507
C5 0.05 0.92 1.17  -0.087
H1 -2.92 0.60 0.35  0.303
H2 -1.71 -0.58 -1.27  0.296
H3 0.51 -1.49 -1.67  0.278
H4 2.76 -1.25 -1.09  0.321
H5 -0.10 1.49 2.11  0.341

---

Below is an isolated molecule of C5H5NO2, with properties calculated with wB97M-V/def2-TZVPD.

Values from the calculation:
HOMO = -9.60 eV
E = -10843.5250 eV
Energy relative to the best compared isomer or geometry (same formula, charge and spin) = 751.6 kJ/mol
HOMO-LUMO gap = 0.37873 hartree
Total charge = 0

Each line ends with the Mulliken charge.
CARTESIAN COORDINATES (ANGSTROEM)
C1 -1.94 -0.45 0.42  -0.918
C2 -0.74 0.02 -0.62  0.421
C3 0.84 0.71 -0.07  0.641
C4 2.10 0.94 0.15  -0.768
C5 0.51 -0.51 -0.29  0.298
H1 -1.82 -1.76 0.65  0.260
H2 -1.50 0.10 1.35  0.276
H3 -2.99 -0.06 0.03  0.276
H4 -1.13 -0.31 -1.69  0.238
H5 2.87 1.74 0.68  0.304
N1 1.56 -1.27 -0.27  -0.452
O1 -0.32 1.32 -0.34  -0.466
O2 2.55 -0.47 -0.01  -0.111

---

Below is an isolated molecule of C5H5NO2, with properties calculated with wB97M-V/def2-TZVPD.

Values from the calculation:
HOMO = -9.35 eV
E = -10846.7673 eV
Energy relative to the best compared isomer or geometry (same formula, charge and spin) = 438.8 kJ/mol
SMILES string = C1=C[C@@H]2ON=C[C@H]2O1
HOMO-LUMO gap = 0.37784 hartree
Total charge = 0

Each line ends with the Mulliken charge.
CARTESIAN COORDINATES (ANGSTROEM)
C1 -1.81 -0.01 -0.07  -0.318
C2 -1.13 1.15 -0.05  -0.543
C3 0.25 0.67 0.33  0.263
O1 1.50 1.15 -0.10  -0.260
N1 2.34 0.02 -0.02  -0.348
C4 1.60 -1.03 0.07  -0.374
C5 0.22 -0.68 -0.21  0.278
O2 -1.09 -1.18 0.18  -0.416
H1 -2.88 -0.10 -0.18  0.435
H2 -1.52 2.15 -0.14  0.361
H3 0.33 0.59 1.39  0.279
H4 2.01 -2.02 0.13  0.412
H5 0.16 -0.72 -1.33  0.231

---

Below is an isolated molecule of C5H5NO2, with properties calculated with wB97M-V/def2-TZVPD.

Values from the calculation:
HOMO = -9.57 eV
E = -10848.0782 eV
Energy relative to the best compared isomer or geometry (same formula, charge and spin) = 312.3 kJ/mol
SMILES string = CC(=O)c1ncco1
HOMO-LUMO gap = 0.38380 hartree
Total charge = 0

Each line ends with the Mulliken charge.
CARTESIAN COORDINATES (ANGSTROEM)
C1 -1.97 -0.98 0.06  -1.216
C2 -1.39 0.41 0.32  0.463
O1 -1.99 1.33 0.69  -0.426
C3 0.10 0.44 0.03  0.591
N1 0.71 0.45 -1.16  -0.551
C4 2.10 0.51 -0.84  -0.196
C5 2.18 0.38 0.53  0.004
O2 0.95 0.33 1.04  -0.260
H1 -3.23 -0.76 0.29  0.238
H2 -1.64 -1.84 0.40  0.464
H3 -2.06 -1.25 -0.99  0.373
H4 3.07 0.53 -1.63  0.247
H5 3.16 0.44 1.26  0.269

---

Below is a structure of composition C5H5NO2S, with properties calculated with wB97M-V/def2-TZVPD.

Values from the calculation:
HOMO = -9.27 eV
E = -21682.8674 eV
Energy relative to the best compared isomer or geometry (same formula, charge and spin) = 315.4 kJ/mol
HOMO-LUMO gap = 0.32780 hartree
Total charge = 0

Each line ends with the Mulliken charge.
CARTESIAN COORDINATES (ANGSTROEM)
C1 -1.10 -1.40 1.49  -0.273
C2 -0.58 -1.40 0.14  -0.221
C3 -1.09 -0.15 2.00  -0.426
C4 -0.18 -0.19 -0.30  0.035
C5 0.73 0.41 -1.89  0.466
N1 1.72 1.19 -1.59  -0.333
O1 0.35 -0.04 -2.90  -0.476
O2 0.68 1.71 1.06  -0.650
S1 -0.64 1.10 0.78  0.378
H1 -1.54 -2.31 1.94  0.362
H2 -0.42 -2.34 -0.46  0.327
H3 -1.88 0.00 2.85  0.268
H4 1.87 1.68 -0.77  0.271
H5 2.09 1.75 -2.37  0.272

---

Below is an isolated molecule of C5H5NO2S, with properties calculated with wB97M-V/def2-TZVPD.

Values from the calculation:
HOMO (spin up / spin down) = -7.75 / -7.75 eV
E = -21682.8087 eV
Energy relative to the best compared isomer or geometry (same formula, charge and spin) = 321.1 kJ/mol
HOMO-LUMO gap (spin up / spin down) = 0.28051 / 0.28059 hartree
Total charge = 0

Each line ends with the Mulliken charge.
CARTESIAN COORDINATES (ANGSTROEM)
C1 1.81 0.08 0.05  -0.422
C2 1.60 -1.39 0.08  -0.730
C3 0.78 0.94 0.14  -0.071
C4 0.46 -1.90 -0.26  0.714
C5 -1.47 1.27 -0.43  -0.209
N1 -0.52 0.68 0.33  -0.250
O1 -3.10 -0.21 0.88  -0.582
O2 -0.44 -2.60 -0.47  -0.356
S1 -3.14 0.80 -0.22  0.276
H1 2.81 0.35 0.13  0.386
H2 2.56 -1.86 0.32  0.298
H3 0.83 2.01 -0.13  0.333
H4 -0.83 -0.13 0.75  0.227
H5 -1.35 1.97 -1.18  0.384

---

Below is a structure of composition C5H5NO3, with properties calculated with wB97M-V/def2-TZVPD.

Values from the calculation:
HOMO = -8.93 eV
E = -12890.3633 eV
Energy relative to the best compared isomer or geometry (same formula, charge and spin) = 726.2 kJ/mol
HOMO-LUMO gap = 0.32842 hartree
Total charge = 0

Each line ends with the Mulliken charge.
CARTESIAN COORDINATES (ANGSTROEM)
C1 0.71 0.43 -0.45  0.430
C2 -0.14 -1.34 0.74  -0.096
C3 -0.76 -0.18 1.49  -0.680
C4 -0.88 0.36 -0.10  -0.051
C5 -0.95 -1.02 -0.72  0.409
H1 2.28 2.91 -1.41  0.344
H2 0.26 -2.34 1.16  0.354
H3 -1.72 -0.53 2.11  0.311
H4 -0.09 0.12 2.37  0.293
H5 -1.58 1.02 -0.51  0.503
N1 1.69 0.86 -1.11  -0.402
O1 1.40 2.14 -1.59  -0.462
O2 1.10 -0.80 -0.16  -0.379
O3 -1.32 -1.62 -1.81  -0.574